No. 1
An isolated molecule of C5H5ClO. Source: the Open Molecules 2025 dataset; level of theory: ωB97M-V/def2-TZVPD.

Element x y z (Å)
C1 -0.49306 0.18563 0.22884
C2 0.63680 0.26482 0.92701
C3 1.97735 -0.71376 -0.83316
C4 0.69494 -0.79689 -1.61928
C5 -0.46233 -0.37739 -1.11963
H1 0.66848 0.66104 1.93744
H2 2.42144 -1.69889 -0.70742
H3 2.70426 -0.11368 -1.34706
H4 0.76718 -1.21947 -2.61349
H5 -1.39907 -0.45270 -1.67893
O1 1.83961 -0.14409 0.48239
Cl1 -2.00008 0.74129 0.88516

LUMO, eV: 0.90
SMILES: ClC1=COCC=C1
Gap between HOMO and LUMO, eV: 8.92
ΔE to the lowest compared entry with this formula, charge and spin, eV: 0.508

Mulliken population analysis, charges in e, atoms 1 to 2: 0.37, -0.25

---

No. 2
A structure of composition C5H5CuFLiO3 in a non-equilibrium geometry. Source: the Open Molecules 2025 dataset; level of theory: ωB97M-V/def2-TZVPD.

Element x y z (Å)
C1 1.64948 2.28742 1.33344
C2 0.34941 2.16390 0.85044
O1 -1.44536 0.99918 -0.11237
C3 -0.29488 0.98776 0.36413
O2 2.52218 1.38518 1.49503
H1 1.95975 3.32564 1.56332
H2 -0.22876 3.08080 0.74272
C4 -0.81465 -2.07000 -0.85499
C5 -0.43598 -1.55200 0.46927
O3 0.36175 -0.18355 0.48164
Li1 2.19172 -0.32225 0.98094
Cu1 -1.92877 -0.24498 -1.81023
F1 0.33660 -2.72660 -1.43114
H3 -1.56277 -2.86405 -0.68168
H4 0.29148 -2.17036 1.02360
H5 -1.34199 -1.39102 1.06897

LUMO, eV: -0.41
Gap between HOMO and LUMO, eV: 7.41

Mulliken population analysis, charges in e, atoms 1 to 2: 0.27, -0.86

---

No. 3
A cluster of 2 separate species, C5H5F in total in a non-equilibrium geometry. Source: the Open Molecules 2025 dataset; level of theory: ωB97M-V/def2-TZVPD.

Element x y z (Å)
C1 0.78801 -1.54087 -1.05620
C2 -0.51412 0.29812 0.50300
C3 -1.55790 0.98282 0.58735
C4 -2.83875 1.38022 0.63397
C5 2.25341 -1.16108 -0.78443
F1 0.54603 0.24221 1.35103
H1 -3.51046 0.89157 1.19695
H2 -3.13831 2.40989 0.16019
H3 2.45951 -0.50289 -0.05395
H4 2.57029 -0.92303 -1.81995
H5 2.94229 -2.07696 -0.71796

LUMO (spin up / spin down), eV: -0.26 / -0.85
Gap between HOMO and LUMO (spin up / spin down), eV: 8.55 / 7.65
ΔE to the lowest compared entry with this formula, charge and spin, eV: 8.952

Mulliken population analysis, charges in e, atoms 1 to 2: -0.10, 0.27

---

No. 4
A cluster of 2 separate species, C5H5F in total in a non-equilibrium geometry. Source: the Open Molecules 2025 dataset; level of theory: ωB97M-V/def2-TZVPD.

Element x y z (Å)
C1 -3.63765 0.34162 0.37253
C2 -2.43306 0.34528 0.25560
C3 -1.06821 0.46828 0.42158
C4 0.03159 1.07111 -0.04934
C5 1.37618 1.06626 0.53814
F1 -0.05908 1.75042 -1.25606
H1 -4.68406 0.18841 0.42712
H2 -0.09106 0.25844 2.77189
H3 1.62606 1.95048 1.13619
H4 2.13067 0.90868 -0.16597
H5 1.32654 0.20036 1.29517

LUMO (spin up / spin down), eV: -0.76 / -1.13
Gap between HOMO and LUMO (spin up / spin down), eV: 8.37 / 7.91
ΔE to the lowest compared entry with this formula, charge and spin, eV: 6.104

Mulliken population analysis, charges in e, atoms 1 to 2: -0.10, -0.23

---

No. 5
An isolated molecule of C5H5F in a non-equilibrium geometry. Source: the Open Molecules 2025 dataset; level of theory: ωB97M-V/def2-TZVPD.

Element x y z (Å)
C1 0.38229 -0.34956 -0.98994
C2 -0.81763 0.74251 -0.69592
C3 -0.96211 0.67017 0.66790
C4 0.05284 -0.15133 1.26401
C5 0.92269 -0.64637 0.28343
H1 1.02110 0.31136 -1.41233
H2 -1.34661 1.30170 -1.50725
H3 -1.60945 1.19048 1.34653
H4 0.20458 -0.41196 2.37742
H5 2.00159 -1.14736 0.37670
F1 0.15071 -1.50964 -1.71056

LUMO, eV: 0.20
SMILES: FC1C=CC=C1
Gap between HOMO and LUMO, eV: 8.88
ΔE to the lowest compared entry with this formula, charge and spin, eV: 1.659

Mulliken population analysis, charges in e, atoms 1 to 2: 0.43, -0.66

---

No. 6
A cluster of 2 separate species, C5H5F3 in total in a non-equilibrium geometry. Source: the Open Molecules 2025 dataset; level of theory: ωB97M-V/def2-TZVPD.

Element x y z (Å)
C1 0.98942 -1.47268 0.43742
C2 0.75844 -0.38020 -0.23738
C3 -2.68893 0.12929 0.62553
C4 -3.69737 -0.04703 -0.25324
C5 0.43163 0.61286 -0.97115
F1 -2.76458 0.61353 1.83086
F2 -4.91977 0.20574 0.04583
F3 -3.48831 -0.41945 -1.49653
H1 0.10250 -1.72387 0.99139
H2 1.96726 -1.80808 0.58138
H3 -1.70018 -0.18849 0.37781
H4 0.29479 0.76318 -2.05709
H5 0.39154 1.57511 -0.47814

LUMO, eV: 0.85
SMILES: FC=C(F)F.C=C=C
Gap between HOMO and LUMO, eV: 10.31
ΔE to the lowest compared entry with this formula, charge and spin, eV: 2.545

Mulliken population analysis, charges in e, atoms 1 to 2: -0.72, 0.29

---

No. 7
An isolated molecule of C5H5F3N2O in a non-equilibrium geometry. Source: the Open Molecules 2025 dataset; level of theory: ωB97M-V/def2-TZVPD.

Element x y z (Å)
C1 -1.10475 -0.21048 -1.82939
C2 -1.21617 0.50366 -0.62053
C3 -0.23796 -1.42153 -2.04493
C4 -0.00180 0.10500 1.32696
C5 1.05091 1.21198 1.50926
N1 0.87739 -1.49258 -1.40284
N2 -0.88555 -0.09614 0.53836
O1 0.07346 -0.66475 2.48471
F1 2.35706 0.85701 1.34327
F2 0.79221 2.26329 0.70215
F3 1.02045 1.86049 2.71194
H1 -1.34305 0.19344 -2.82997
H2 -1.75443 1.36255 -0.69992
H3 -0.54573 -2.09945 -2.92232
H4 1.48696 -0.96915 -0.70299
H5 -0.56901 -1.40336 2.43626

LUMO, eV: 0.22
SMILES: [H]\N=C/C=C\N=C(\O)C(F)(F)F
Gap between HOMO and LUMO, eV: 9.01
ΔE to the lowest compared entry with this formula, charge and spin, eV: 2.734

Mulliken population analysis, charges in e, atoms 1 to 2: -0.39, -0.21

---

No. 8
A cluster of 2 separate species, C5H5F7N2 in total in a non-equilibrium geometry. Source: the Open Molecules 2025 dataset; level of theory: ωB97M-V/def2-TZVPD.

Element x y z (Å)
C1 1.32701 -0.70626 -0.74528
C2 -0.81677 -0.08453 -1.77870
C3 0.65549 0.33570 -1.76682
C4 0.26271 -0.12726 2.22725
C5 -0.61312 1.04758 2.01401
N1 0.21208 -1.47368 -0.15292
N2 -0.83738 -1.20070 -0.82631
F1 1.22723 0.21648 -2.96133
F2 1.59620 0.17116 2.10804
F3 -0.14353 -0.89165 3.26964
F4 -1.17215 1.52709 3.13492
F5 -1.63339 0.66231 1.24846
F6 0.06989 1.93729 1.32472
F7 -2.12967 -1.55860 -0.40733
H1 1.97317 -1.44342 -1.16205
H2 1.91262 -0.09766 -0.07296
H3 -1.48570 0.64775 -1.32957
H4 -1.19416 -0.46763 -2.80043
H5 0.78948 1.50604 -1.32335

LUMO (spin up / spin down), eV: 0.79 / -0.29
Gap between HOMO and LUMO (spin up / spin down), eV: 10.16 / 7.29
ΔE to the lowest compared entry with this formula, charge and spin, eV: 0.017

Mulliken population analysis, charges in e, atoms 1 to 2: -0.46, -0.61

---

No. 9
An isolated molecule of C5H5FN2 in a non-equilibrium geometry. Source: the Open Molecules 2025 dataset; level of theory: ωB97M-V/def2-TZVPD.

Element x y z (Å)
C1 0.80274 1.29180 -2.02603
C2 1.05225 0.62582 -0.90779
C3 0.07516 0.01513 -0.02461
C4 -1.71729 -0.70087 0.91776
C5 -0.67947 -1.10589 1.71056
H1 1.52080 1.76308 -2.62416
H2 2.11567 0.56757 -0.63279
H3 -2.74255 -0.88031 1.05027
H4 -0.61105 -1.65588 2.65335
H5 1.38643 -0.76180 1.43995
N1 -1.22278 -0.00395 -0.16327
N2 0.45091 -0.64400 1.11011
F1 -0.43081 1.48932 -2.50335

LUMO, eV: 0.78
SMILES: F/C=C\c1ncc[nH]1
Gap between HOMO and LUMO, eV: 9.09
ΔE to the lowest compared entry with this formula, charge and spin, eV: 0.107

Mulliken population analysis, charges in e, atoms 1 to 2: -0.29, -0.43

---

No. 10
A cluster of 2 separate species, C5H5FNO2 in total in a non-equilibrium geometry. Source: the Open Molecules 2025 dataset; level of theory: ωB97M-V/def2-TZVPD.

Element x y z (Å)
C1 -0.70020 0.81657 2.53835
C2 -0.18162 0.96597 1.19224
C3 -1.29310 -0.41433 2.52756
C4 0.92657 -0.23388 -3.49977
C5 1.06831 -0.62077 -2.20443
N1 -0.43464 -0.09971 0.47972
O1 0.76350 0.14580 -4.54944
O2 -1.12822 -0.97739 1.30892
F1 -2.00624 -1.05681 3.47795
H1 -0.84052 1.65311 3.20392
H2 0.22116 1.86951 0.78908
H3 1.95217 -0.27274 -1.53537
H4 1.33640 -1.59666 -2.25928
H5 0.31642 -0.17866 -1.46944

Charge: +1
LUMO, eV: -5.46
Gap between HOMO and LUMO, eV: 7.95
ΔE to the lowest compared entry with this formula, charge and spin, eV: 0.023

Mulliken population analysis, charges in e, atoms 1 to 2: -0.48, -0.13

---

No. 11
An isolated molecule of C5H5FS2 in a non-equilibrium geometry. Source: the Open Molecules 2025 dataset; level of theory: ωB97M-V/def2-TZVPD.

Element x y z (Å)
C1 1.55900 -0.25136 -0.02533
C2 0.11341 -0.67069 0.08558
C3 0.06286 -1.83103 0.66867
C4 -1.08504 0.09517 -0.50207
C5 -1.31280 1.41140 -0.92405
H1 1.01703 1.94376 1.04067
H2 -0.89598 -2.16415 0.73426
H3 0.88910 -2.33747 1.25287
H4 -0.55922 2.20791 -1.17109
H5 -2.43289 1.79852 -0.75767
F1 -2.19327 -0.65581 -0.02803
S1 2.05139 1.47499 0.41330
S2 2.78641 -1.02123 -0.78710

LUMO, eV: -0.67
SMILES: C=C(F)C(=C)C(=S)S
Gap between HOMO and LUMO, eV: 8.34
ΔE to the lowest compared entry with this formula, charge and spin, eV: 2.510

Mulliken population analysis, charges in e, atoms 1 to 2: -0.12, 0.46

---

No. 12
An isolated molecule of C5H5N in a non-equilibrium geometry. Source: the Open Molecules 2025 dataset; level of theory: ωB97M-V/def2-TZVPD.

Element x y z (Å)
C1 -0.21601 1.25151 0.03045
C2 -1.23122 0.31578 0.01890
C3 -0.90437 -1.04860 0.07411
N1 0.31533 -1.52910 0.28803
C4 1.27738 -0.61251 0.26798
C5 1.10133 0.73587 0.00752
H1 -0.46616 2.31595 0.03551
H2 -2.26473 0.61528 -0.13374
H3 -1.67915 -1.79956 -0.03107
H4 2.31693 -0.94563 0.30066
H5 1.75066 0.70101 -0.85836

LUMO, eV: 0.37
SMILES: c1ccncc1
Gap between HOMO and LUMO, eV: 9.45
ΔE to the lowest compared entry with this formula, charge and spin, eV: 1.881

Mulliken population analysis, charges in e, atoms 1 to 2: -0.18, -0.31

---

No. 13
An isolated molecule of C5H5N in a non-equilibrium geometry. Source: the Open Molecules 2025 dataset; level of theory: ωB97M-V/def2-TZVPD.

Element x y z (Å)
C1 2.04610 0.10754 -0.27204
C2 1.12383 -0.82876 -0.18956
C3 -1.19347 1.17565 -0.35078
C4 -0.02894 -1.46286 -0.10672
C5 0.98347 0.77535 0.48920
N1 -0.00360 1.47557 -0.00040
H1 -1.83199 1.83734 -0.67726
H2 -1.56594 0.13401 -0.29370
H3 -0.35384 -2.17107 -0.91867
H4 -0.18317 -2.05211 0.80112
H5 1.00755 1.00935 1.51880

LUMO, eV: 0.04
Gap between HOMO and LUMO, eV: 8.35
ΔE to the lowest compared entry with this formula, charge and spin, eV: 6.657

Mulliken population analysis, charges in e, atoms 1 to 2: -0.73, 0.88

---

No. 14
A structure of composition C5H5N in a non-equilibrium geometry. Source: the Open Molecules 2025 dataset; level of theory: ωB97M-V/def2-TZVPD.

Element x y z (Å)
C1 -0.40604 1.11315 -0.17358
C2 -0.54814 -0.02066 0.54836
C3 0.60638 0.52003 -1.01576
C4 1.64360 0.65780 -1.76383
C5 -1.23811 -0.67838 1.68252
N1 -0.18906 -0.55462 -0.67422
H1 2.19070 -0.28105 -2.25141
H2 1.92746 1.71156 -1.82013
H3 -0.52295 -0.68594 2.44693
H4 -1.37029 -1.67102 1.26051
H5 -2.09355 -0.11088 1.76061

LUMO (spin up / spin down), eV: 0.39 / 0.39
Gap between HOMO and LUMO (spin up / spin down), eV: 8.96 / 8.96
ΔE to the lowest compared entry with this formula, charge and spin, eV: 5.894

Mulliken population analysis, charges in e, atoms 1 to 2: -0.62, 0.69

---

No. 15
An isolated molecule of C5H5N in a non-equilibrium geometry. Source: the Open Molecules 2025 dataset; level of theory: ωB97M-V/def2-TZVPD.

Element x y z (Å)
C1 -0.84520 -0.54914 0.04860
C2 0.03230 -1.74382 0.12158
C3 -2.12227 -0.22247 -0.12054
C4 0.17156 0.51768 0.04092
C5 1.28814 -0.86313 0.04796
N1 -3.30136 -0.02015 0.08468
H1 0.20917 1.05940 -0.93644
H2 0.18984 1.09049 0.99244
H3 2.06445 -0.88398 0.85822
H4 1.62581 -0.69441 -0.96478
H5 -4.11372 0.22257 -0.40335

LUMO (spin up / spin down), eV: -0.37 / -0.37
Gap between HOMO and LUMO (spin up / spin down), eV: 7.31 / 7.31
ΔE to the lowest compared entry with this formula, charge and spin, eV: 6.229

Mulliken population analysis, charges in e, atoms 1 to 2: 0.25, -0.83

---

No. 16
An isolated molecule of C5H5N in a non-equilibrium geometry. Source: the Open Molecules 2025 dataset; level of theory: ωB97M-V/def2-TZVPD.

Element x y z (Å)
C1 -0.94063 -1.42376 -0.39686
C2 -0.54118 -2.61463 -0.03414
C3 0.10165 -0.32924 -0.55249
C4 0.11620 0.61554 0.66263
C5 1.00622 1.76005 0.43380
N1 1.70310 2.65924 0.22683
H1 -1.98744 -1.20850 -0.62656
H2 1.09238 -0.77615 -0.67330
H3 -0.10466 0.23745 -1.46688
H4 -0.89192 0.99327 0.86239
H5 0.44629 0.08672 1.56459

LUMO, eV: -0.84
Gap between HOMO and LUMO, eV: 9.97
ΔE to the lowest compared entry with this formula, charge and spin, eV: 4.025

Mulliken population analysis, charges in e, atoms 1 to 2: -0.23, -0.25

---

No. 17
An isolated molecule of C5H5N in a non-equilibrium geometry. Source: the Open Molecules 2025 dataset; level of theory: ωB97M-V/def2-TZVPD.

Element x y z (Å)
C1 0.28544 -1.25072 0.04607
C2 1.58607 -0.98681 0.02077
C3 1.20972 1.06487 0.03346
C4 -0.84508 -0.27675 -0.00707
C5 -0.21418 1.13268 0.07523
N1 2.21197 0.32194 0.04461
H1 -0.10802 -2.16253 -0.25166
H2 -1.51574 -0.42064 -0.81430
H3 -1.51787 -0.51142 0.83738
H4 -0.63646 1.56515 1.02199
H5 -0.45586 1.52423 -1.00647

LUMO (spin up / spin down), eV: 0.21 / -0.26
Gap between HOMO and LUMO (spin up / spin down), eV: 9.18 / 7.69
ΔE to the lowest compared entry with this formula, charge and spin, eV: 6.227

Mulliken population analysis, charges in e, atoms 1 to 2: -0.33, -0.15

---

No. 18
A structure of composition C5H5N in a non-equilibrium geometry. Source: the Open Molecules 2025 dataset; level of theory: ωB97M-V/def2-TZVPD.

Element x y z (Å)
C1 -2.87080 0.24827 0.39966
C2 -1.73184 0.15063 0.00705
C3 1.29116 1.06229 -0.13779
C4 1.20898 -0.86209 0.26606
C5 0.57760 0.04775 -0.69914
N1 1.97668 0.35767 0.73870
H1 -3.99794 0.03568 0.40073
H2 1.34948 2.16294 -0.30501
H3 0.38822 -1.16600 0.89916
H4 1.69906 -1.85333 0.12937
H5 0.10941 -0.18381 -1.69881

LUMO (spin up / spin down), eV: -1.66 / -1.65
Gap between HOMO and LUMO (spin up / spin down), eV: 7.98 / 7.99
ΔE to the lowest compared entry with this formula, charge and spin, eV: 7.881

Mulliken population analysis, charges in e, atoms 1 to 2: -0.18, -0.50

---

No. 19
An isolated molecule of C5H5N in a non-equilibrium geometry. Source: the Open Molecules 2025 dataset; level of theory: ωB97M-V/def2-TZVPD.

Element x y z (Å)
C1 2.62384 0.03656 0.36079
C2 1.50456 0.24375 -0.03341
C3 0.12554 0.47477 -0.46772
C4 -0.84328 -0.46189 0.27892
C5 -2.24070 -0.18674 -0.06886
N1 -3.33707 0.04996 -0.35014
H1 3.61837 -0.13843 0.70683
H2 -0.15229 1.51755 -0.27882
H3 0.03686 0.31262 -1.54756
H4 -0.61599 -1.50554 0.04003
H5 -0.71985 -0.34261 1.35994

LUMO, eV: 0.73
SMILES: C#CCCC#N
Gap between HOMO and LUMO, eV: 11.32
ΔE to the lowest compared entry with this formula, charge and spin, eV: 1.976

Mulliken population analysis, charges in e, atoms 1 to 2: 0.21, -0.49

---

No. 20
An isolated molecule of C5H5N in a non-equilibrium geometry. Source: the Open Molecules 2025 dataset; level of theory: ωB97M-V/def2-TZVPD.

Element x y z (Å)
C1 -2.96428 0.13110 -0.11059
C2 -1.79183 -0.20289 -0.00900
C3 -0.38041 -0.59046 0.10926
C4 0.48553 0.67344 0.07728
C5 1.86251 0.18847 0.04680
H1 -3.99557 0.36759 -0.10544
H2 -0.11165 -1.24335 -0.69980
H3 -0.29280 -1.16574 1.04841
H4 0.29913 1.17102 -0.84215
H5 0.33923 1.41722 0.87258
N1 2.92750 -0.24924 -0.13658

LUMO, eV: 0.74
SMILES: C#CCCC#N
Gap between HOMO and LUMO, eV: 11.21
ΔE to the lowest compared entry with this formula, charge and spin, eV: 2.177

Mulliken population analysis, charges in e, atoms 1 to 2: 0.09, -0.50